P) ORCA calculation (wB97M-V/def2-TZVPD) on a 2-piece molecular cluster, C4H9N3 overall.

Properties
HOMO-LUMO gap = 9.5 eV
charge = 0
lowest unoccupied orbital energy = 0.731 eV

```
16
Properties=species:S:1:pos:R:3:lowdin_charge:R:1
H -0.02886 2.41555 -1.83757 0.073
H -0.61457 -1.89728 2.12563 0.062
H -0.86971 -0.38316 -1.26976 0.074
C 0.11237 -0.72924 -0.96730 -0.037
H 0.84828 -0.80292 -1.75489 0.069
C -0.91266 -1.80605 1.08010 -0.126
N 1.13088 0.02764 1.49308 0.164
H -1.35271 -2.76074 0.77399 0.071
H -1.69438 -1.04502 1.01937 0.072
H -0.81569 2.57320 -0.25156 0.074
H 1.13625 -2.08102 0.29838 0.097
N 1.06533 0.97275 0.80939 -0.175
H 0.77873 3.31388 -0.54942 0.073
C 0.14490 2.45017 -0.76347 -0.102
C 0.25961 -1.44969 0.20478 -0.302
N 0.81221 1.20194 -0.41076 -0.086
```

=====

Q) ORCA calculation (wB97M-V/def2-TZVPD) on a 2-piece molecular cluster, C4H9N3 overall.

Properties
HOMO-LUMO gap = 10.0 eV
SMILES string = [H]/N=C(/C#N)CN.C
charge = 0
lowest unoccupied orbital energy = -0.167 eV

```
16
Properties=species:S:1:pos:R:3:lowdin_charge:R:1
N -1.95166 -1.96266 1.62563 0.187
H 0.57920 -2.01197 -0.02893 0.098
C -1.49384 1.44078 -1.61158 -0.043
C 0.03800 -0.44955 1.06562 -0.433
H 1.01743 1.10794 1.53997 0.025
C -1.07037 -1.24276 1.39864 -0.172
N 2.26406 -0.81098 0.24910 0.003
N 0.23901 0.57526 1.76116 0.204
H 2.31379 0.29901 0.35643 0.126
H 2.51099 -1.33478 1.05613 0.058
C 0.85236 -1.00364 -0.04422 -0.242
H 0.65666 -0.37671 -0.96453 0.129
H -1.06986 1.50852 -2.67760 0.053
H -1.41743 2.39395 -1.04505 0.031
H -0.91743 0.72471 -1.03932 -0.049
H -2.55091 1.14290 -1.64143 0.024
```

=====

R) ORCA calculation (wB97M-V/def2-TZVPD) on a 2-piece molecular cluster, C4H9N3 overall.

Properties
HOMO-LUMO gap = 7.7 eV
SMILES string = C=CNN.CC#N
charge = 0
lowest unoccupied orbital energy = 0.468 eV

```
16
Properties=species:S:1:pos:R:3:lowdin_charge:R:1
H 1.27907 2.29980 -0.63346 0.065
H 0.71052 3.15787 0.83204 0.065
H 0.43443 -0.07973 -2.36906 0.077
N 0.31368 -0.76719 -1.62725 0.012
C -0.96768 -1.04491 0.39553 -0.285
H -0.45182 2.28319 -0.18535 0.050
H 0.31521 -2.73296 0.25210 0.035
H -1.84876 -0.65684 0.90216 0.102
H -1.62500 0.03909 -1.22712 0.133
C 0.57012 2.28367 0.19580 -0.050
C 0.86439 1.02017 1.12875 -0.258
N 1.55389 0.43752 1.85953 0.127
H 1.13982 -0.68815 -1.02677 0.072
N -0.83327 -0.49846 -0.87578 -0.163
C -0.53510 -2.27981 0.74741 -0.020
H -0.91951 -2.77327 1.63147 0.038
```

=====

Best to worst by energy: Q), R), P).

=====

P) ORCA calculation (wB97M-V/def2-TZVPD) on C4H9N3 as an isolated structure.

Properties
HOMO-LUMO gap = 9.6 eV
charge = 0
lowest unoccupied orbital energy = 0.805 eV

```
16
Properties=species:S:1:pos:R:3:lowdin_charge:R:1
H -0.89354 -1.94551 0.61317 0.074
H -1.09604 -0.23328 -1.50621 0.093
H 0.28675 0.90250 -1.95235 0.118
H 2.05086 0.88402 0.25979 0.062
H -0.27257 -1.08475 1.96997 0.056
H -1.45586 -0.31698 0.87253 0.054
H -0.67989 2.22967 -0.10332 0.138
N -1.30795 1.52442 -0.68743 -0.029
N 1.26975 0.64101 0.83134 0.053
H 1.65253 0.37440 1.76113 0.093
C -0.62225 -1.00743 1.00253 -0.015
C -0.49518 0.60683 -1.22979 -0.217
N 1.81211 -1.95430 -1.33904 0.163
C 0.46192 -0.37308 0.10302 -0.469
C 1.20487 -1.29836 -0.64055 -0.262
H -1.91549 1.05083 0.04522 0.088
```

=====

Q) ORCA calculation (wB97M-V/def2-TZVPD) on a single C4H9N3 molecule.

Properties
HOMO-LUMO gap = 10.1 eV
SMILES string = CN(C)N(C)C#N
charge = 0
lowest unoccupied orbital energy = 0.726 eV

```
16
Properties=species:S:1:pos:R:3:lowdin_charge:R:1
H -1.25323 1.68118 1.41847 0.113
C 0.51280 -1.52416 -0.13725 -0.086
H -0.93804 -0.02150 -2.00901 0.143
C -1.11167 0.77343 -1.07919 -0.148
C 2.24471 0.10920 0.13099 -0.319
N 3.30298 0.39789 0.47067 0.148
C -0.58695 0.75861 1.26022 -0.081
H 0.39452 0.80657 1.82465 0.104
H -1.20796 -0.14277 1.30166 0.061
H -2.12387 0.36681 -0.74881 0.085
N -0.04757 0.87809 -0.12308 -0.224
H 0.74443 -2.11874 -1.11995 0.108
H -0.63948 -1.46416 -0.13136 0.091
N 1.00748 -0.16585 -0.28506 -0.167
H -1.32282 1.77755 -1.44980 0.071
H 1.02469 -2.11215 0.67684 0.100
```

=====

Best to worst by energy: P), Q).

=====

P) ORCA calculation (wB97M-V/def2-TZVPD) on a single C4H9N3 molecule.

Properties
HOMO-LUMO gap = 8.6 eV
charge = 0
lowest unoccupied orbital energy = 0.893 eV

```
16
Properties=species:S:1:pos:R:3:lowdin_charge:R:1
H -2.00667 -0.27861 -2.02139 0.106
H -0.72715 1.39427 1.51787 0.109
H -0.40742 -0.45668 1.52907 0.138
C 2.05196 0.82820 0.09352 -0.061
H 1.59386 0.96245 -0.88884 0.073
H -0.53105 -1.90570 -0.01049 0.054
H -1.63158 1.62878 -0.61822 0.091
H 2.19584 1.81599 0.53686 0.077
N -0.56198 0.58302 0.92724 -0.016
N 1.07777 -1.01415 1.59306 0.043
N -0.99576 -1.68564 -0.87927 0.074
C -1.29541 0.65395 -0.29462 -0.194
C 1.17210 0.00255 0.94321 -0.439
C -1.47788 -0.41411 -1.08559 -0.221
H -1.47385 -2.45062 -1.32219 0.085
H 3.01722 0.33633 -0.02019 0.081
```

=====

Q) ORCA calculation (wB97M-V/def2-TZVPD) on a single C4H9N3 molecule.

Properties
HOMO-LUMO gap = 10.0 eV
SMILES string = C[C@H](N)N(C)C#N
charge = 0
lowest unoccupied orbital energy = 0.905 eV

```
16
Properties=species:S:1:pos:R:3:lowdin_charge:R:1
H -1.75741 1.32987 -1.06828 0.049
C -1.21430 0.61269 -1.54174 -0.086
C 0.01437 0.41183 0.64059 -0.471
N 0.05675 -2.54537 -1.10737 0.147
H 1.84988 -0.73620 0.44879 0.122
N -0.19231 -0.34196 1.83204 0.034
H 2.05314 0.71663 1.35736 0.056
H 1.89913 0.97598 -0.33954 0.065
H -0.44788 1.01824 -2.16992 0.088
C -0.20545 -1.48959 -0.76910 -0.274
H -2.03773 0.03824 -2.08524 0.130
N -0.60032 -0.14796 -0.56115 -0.160
H -0.43309 1.49946 0.79432 0.181
C 1.52916 0.41819 0.48873 -0.063
H -1.08176 -0.64500 2.05573 0.044
H 0.56782 -1.11504 2.02477 0.138
```

=====

R) ORCA calculation (wB97M-V/def2-TZVPD) on a single C4H9N3 molecule.

Properties
HOMO-LUMO gap (alpha / beta) = 7.3 / 7.3 eV
SMILES string = C=CN/C(C)=N/N
charge = 0
lowest unoccupied orbital energy (alpha / beta) = 0.854 / 0.854 eV

```
16
Properties=species:S:1:pos:R:3:lowdin_charge:R:1
C 0.74903 0.46431 -0.17992 -0.442
N 0.88237 -0.84307 0.17808 0.078
N -0.47942 0.84408 -0.23184 -0.108
N -1.31259 0.86528 -1.32383 -0.021
H 1.52691 2.42187 -0.36755 0.080
H -0.47629 -2.33613 -0.39662 0.088
H -1.61267 -0.51339 1.78125 0.057
H -2.19098 -2.17833 1.25922 0.049
C 1.88337 1.42924 -0.10543 -0.019
H 1.74431 -1.20855 0.55467 0.126
C -1.45321 -1.39701 1.18323 0.015
H -2.13069 1.41880 -1.09839 0.066
H -1.61583 -0.06907 -1.59521 0.047
C -0.49967 -1.46293 0.24692 -0.170
H 2.31550 1.43319 0.89599 0.077
H 2.66986 1.13172 -0.80057 0.078
```

=====

Best to worst by energy: Q), P), R).

=====

P) ORCA calculation (wB97M-V/def2-TZVPD) on a 2-piece molecular cluster, C2H2ClF overall.

Properties
HOMO-LUMO gap = 11.2 eV
SMILES string = C#CCl.F
charge = 0
lowest unoccupied orbital energy = 0.682 eV

```
6
Properties=species:S:1:pos:R:3:lowdin_charge:R:1
H 1.31545 1.42398 -0.17243 0.045
H 1.06124 -1.38948 0.25891 0.032
C -0.84222 0.71286 -0.22684 -0.704
C 0.27161 1.13082 -0.13252 0.008
F 0.61792 -2.17622 0.17022 -0.060
Cl -2.42399 0.29804 0.10266 0.680
```

=====

Q) ORCA calculation (wB97M-V/def2-TZVPD) on a 2-piece molecular cluster, C2H2ClF overall.

Properties
HOMO-LUMO gap (alpha / beta) = 7.8 / 7.6 eV
charge = 0
lowest unoccupied orbital energy (alpha / beta) = -1.847 / -1.897 eV

```
6
Properties=species:S:1:pos:R:3:lowdin_charge:R:1
F -2.90081 -1.42149 -0.37365 -0.590
Cl -1.56603 -0.42726 -2.75343 0.957
C -0.87659 -0.38695 -1.36298 -0.608
C -0.20988 -0.02433 -0.33734 0.016
H -0.44135 -0.57641 0.64308 0.142
H 0.41871 0.82234 -0.48140 0.083
```

=====

Best to worst by energy: P), Q).

=====

P) ORCA calculation (wB97M-V/def2-TZVPD) on a single C4H6N2S molecule.

Properties
HOMO-LUMO gap (alpha / beta) = 8.7 / 8.3 eV
charge = 0
lowest unoccupied orbital energy (alpha / beta) = -0.358 / -0.139 eV

```
13
Properties=species:S:1:pos:R:3:lowdin_charge:R:1
C -0.98609 -0.73758 0.08845 -0.284
C 1.14026 0.82528 -0.63864 -0.279
H -1.72875 -2.58145 0.45735 0.060
N -0.94128 1.59344 1.17393 -0.384
N 1.45062 -1.25942 0.65723 0.159
C 1.97741 -0.27107 0.12110 -0.316
H -2.77823 -1.54642 -0.54625 0.043
C -1.88981 -1.64426 -0.01619 -0.041
H -1.42360 2.48142 1.20315 -0.026
S -0.78946 0.99047 -0.22826 0.843
H 2.99321 -0.21171 0.08090 0.067
H 1.54505 1.86823 -0.67387 0.073
H 1.43065 0.49308 -1.67891 0.085
```

=====

Q) ORCA calculation (wB97M-V/def2-TZVPD) on a single C4H6N2S molecule.

Properties
HOMO-LUMO gap = 8.7 eV
SMILES string = Cn1cncc1S
charge = 0
lowest unoccupied orbital energy = 0.577 eV

```
13
Properties=species:S:1:pos:R:3:lowdin_charge:R:1
C 0.35673 -1.80776 -0.09518 -0.177
C -0.46436 -0.66258 -0.07190 -0.639
C 1.58340 -0.03028 0.00047 -0.209
H 2.43844 0.68754 0.33368 0.155
H -2.31767 -1.79128 0.46659 -0.116
H -1.32929 1.63166 -0.69814 0.099
C -0.20706 1.77278 -0.10237 -0.075
H -0.46621 2.09461 1.03896 0.124
N 1.60971 -1.35141 -0.08276 0.025
H 0.65570 2.48758 -0.68205 0.149
H 0.07489 -2.91458 -0.11964 0.126
N 0.32029 0.41817 0.05477 -0.219
S -2.25457 -0.53445 -0.04244 0.755
```

=====

Best to worst by energy: Q), P).

=====

P) ORCA calculation (wB97M-V/def2-TZVPD) on a 2-piece molecular cluster, C4H6N2S overall.

Properties
HOMO-LUMO gap = 9.6 eV
SMILES string = CC=C=N.N=C=S
charge = 0
lowest unoccupied orbital energy = 0.606 eV

```
13
Properties=species:S:1:pos:R:3:lowdin_charge:R:1
H 1.44999 0.25856 -0.20714 0.104
N 1.41373 1.13837 -0.81388 0.126
N -1.04193 1.42673 0.81330 0.160
S 0.20690 3.14746 -2.27175 0.628
C -0.96632 0.21804 0.84764 -0.215
C 0.72644 1.92467 -1.38554 -0.900
C -0.39502 -0.93820 1.11228 -0.211
H -0.43772 -1.38999 2.11746 0.115
C 0.06574 -1.77791 -0.01321 -0.166
H 0.26687 -1.15305 -1.00782 0.099
H -0.48194 -2.75766 -0.28402 0.095
H 1.12412 -1.99222 0.36357 0.085
H -1.93087 1.89521 0.72912 0.079
```

=====

Q) ORCA calculation (wB97M-V/def2-TZVPD) on a single C4H6N2S molecule.

Properties
HOMO-LUMO gap = 7.9 eV
SMILES string = [H]/N=C(/C=S)NC=C
charge = 0
lowest unoccupied orbital energy = -0.958 eV

```
13
Properties=species:S:1:pos:R:3:lowdin_charge:R:1
C 0.78452 -0.97158 -0.13950 -0.216
C -0.02471 1.89192 0.76241 -0.583
H -0.44499 2.92544 0.61527 0.045
N -1.76132 1.57083 -0.67736 0.121
C -0.63400 1.02909 -0.34870 -0.461
H 1.79924 -2.75979 0.62060 0.077
C 1.02669 -2.27078 -0.01668 0.009
H 1.47560 -0.42188 0.47325 0.076
N -0.26867 -0.23721 -0.59836 0.070
H -2.11019 1.02248 -1.47888 0.060
H -0.87109 -0.71419 -1.15473 0.111
S 0.79160 1.83462 2.18467 0.672
H 0.23730 -2.89895 -0.24197 0.019
```

=====

Best to worst by energy: P), Q).

=====

P) ORCA calculation (wB97M-V/def2-TZVPD) on a single C4H6N2S molecule.

Properties
HOMO-LUMO gap = 7.9 eV
SMILES string = [H]/N=C\NC(=S)C=C
charge = 0
lowest unoccupied orbital energy = -0.580 eV

```
13
Properties=species:S:1:pos:R:3:lowdin_charge:R:1
N -2.42136 -0.67355 0.00738 0.078
N -0.08505 -1.06212 -0.07897 -0.005
C 0.31596 0.23494 0.00910 -0.741
H 0.63430 -1.83904 0.06454 0.138
H 2.32060 -1.83628 -0.31257 0.079
C 1.88712 0.34107 0.10333 -0.171
H -1.57064 -2.46430 0.38777 0.114
H 2.26514 1.31221 0.42850 0.079
C 2.71417 -0.74586 -0.10829 -0.009
S -0.53883 1.67888 -0.02627 0.695
H 3.84399 -0.63638 0.20057 0.094
C -1.41352 -1.43161 0.04985 -0.315
H -2.34961 0.36005 -0.17138 -0.035
```

=====

Q) ORCA calculation (wB97M-V/def2-TZVPD) on a single C4H6N2S molecule.

Properties
HOMO-LUMO gap = 8.2 eV
SMILES string = [H]/N=C\NC(=S)C=C
charge = 0
lowest unoccupied orbital energy = -0.404 eV

```
13
Properties=species:S:1:pos:R:3:lowdin_charge:R:1
C 0.14409 -0.64998 -0.33175 -0.823
C 2.14382 0.36686 0.60970 -0.006
H 2.35970 -1.18812 -0.79171 0.125
H -2.18788 1.66051 -0.20986 0.102
H -2.59757 -1.18726 0.00097 -0.051
S -0.52569 -2.16818 -0.39295 0.708
C 1.61597 -0.52783 -0.24166 -0.218
H 1.33557 0.80212 1.35414 0.101
N -0.54623 0.47289 -0.25273 0.014
C -1.97085 0.60629 -0.15467 -0.249
H 3.21683 0.72759 0.80280 0.088
H -0.05184 1.31953 -0.25786 0.109
N -2.93593 -0.23441 -0.13444 0.100
```

=====

Best to worst by energy: Q), P).

=====

P) ORCA calculation (wB97M-V/def2-TZVPD) on a single C2H7N3O molecule.

Properties
HOMO-LUMO gap = 10.1 eV
SMILES string = CN1OC1(N)N
charge = 0
lowest unoccupied orbital energy = 1.031 eV

```
13
Properties=species:S:1:pos:R:3:lowdin_charge:R:1
H -1.42432 -1.23255 0.68899 0.074
H -1.60957 0.20728 1.71946 0.088
H 2.40288 -0.10815 -0.27649 0.087
H 1.95130 0.77825 -1.59616 0.087
H -0.34738 0.05267 -2.21385 0.082
O 0.31338 1.26522 0.58183 0.003
C -0.94895 -0.61868 1.45596 -0.077
H -1.40261 0.68997 -1.08884 0.094
C 0.43824 0.25005 -0.37131 -0.717
N -0.64599 0.03857 -1.25023 0.132
N 0.33176 -0.12560 0.98848 -0.054
H -0.74644 -1.21353 2.34430 0.075
N 1.68770 0.01649 -0.98215 0.125
```

=====

Q) ORCA calculation (wB97M-V/def2-TZVPD) on a single C2H7N3O molecule.

Properties
HOMO-LUMO gap = 9.9 eV
SMILES string = [H]/N=C(/N)N(C)O
charge = 0
lowest unoccupied orbital energy = 0.871 eV

```
13
Properties=species:S:1:pos:R:3:lowdin_charge:R:1
H 0.77857 -1.79215 -0.62545 0.079
C 0.07695 -1.42567 0.12585 0.010
H 2.42782 0.42861 0.95368 0.101
N 0.58715 0.08160 0.61270 -0.105
H 0.14215 -1.95799 1.07406 0.063
N -0.12867 1.06165 -1.47281 0.123
H -1.61708 0.89632 1.29321 0.092
H -0.94678 -1.58395 -0.19261 0.070
H -2.17696 1.44709 -0.22393 0.095
N -1.59423 0.80274 0.28903 0.109
O 1.91557 0.28042 0.15010 -0.055
H 0.85257 1.03036 -1.73886 0.034
C -0.31706 0.73098 -0.24498 -0.618
```

=====

Best to worst by energy: P), Q).